Molecular formula: C38H20Cl10N3P2Se2V
Method: DFT, the ωB97M-V functional and the def2-TZVPD basis

⟨S²⟩ ... 2.03
Gap between HOMO and LUMO (alpha / beta) ... 0.264 / 0.281 Eh
LUMO (alpha / beta) ... -1.0 / -0.6 eV

Structure (ORCA input):
```
! RIJCOSX wB97M-V def2-TZVPD def2/J DEFGRID3
* xyz 0 3
V -0.25058 -0.12454 -0.30537
Cl 0.22196 0.71345 2.85844
C 1.15381 1.66082 1.74127
C 0.99970 1.38644 0.39264
C 1.60742 2.28243 -0.47189
Cl 1.22215 2.18497 -2.17701
C 2.42952 3.32092 -0.04786
Cl 3.18915 4.37225 -1.17788
C 2.62333 3.50790 1.31956
Cl 3.65014 4.76536 1.88336
C 1.95519 2.68811 2.22749
Cl 2.12116 2.95584 3.91754
Cl 1.39650 -0.97874 -1.91234
C 1.74369 -1.96211 -0.46871
C 0.88589 -1.69958 0.56981
C 1.04191 -2.54546 1.66694
Cl -0.08339 -2.51073 2.98386
C 2.06841 -3.49308 1.71937
Cl 2.26598 -4.49387 3.10346
C 2.94544 -3.65414 0.64196
Cl 4.21008 -4.81347 0.70151
C 2.77146 -2.88532 -0.50408
Cl 3.76939 -3.06663 -1.88663
Se -5.40629 3.56941 2.44123
P -5.33393 3.07425 0.40409
C -5.57217 4.45098 -0.75385
C -4.77292 4.69478 -1.86410
C -5.08496 5.74035 -2.72434
C -6.18913 6.54086 -2.48036
C -6.98921 6.29915 -1.36994
C -6.68116 5.26053 -0.50953
C -6.64771 1.92960 -0.11354
C -6.79208 1.61047 -1.46271
C -7.82575 0.78902 -1.88038
C -8.74811 0.31824 -0.95328
C -8.62862 0.66547 0.38382
C -7.57528 1.46280 0.80831
C -3.73683 2.34944 -0.04708
C -3.19101 1.08352 -0.15758
N -1.84416 1.25003 -0.26041
N -1.58680 2.55877 -0.22322
N -2.69041 3.22274 -0.07905
P -3.79157 -0.58150 -0.24124
Se -2.10016 -1.87084 0.15790
C -5.03859 -0.81398 1.02800
C -4.80343 -0.17780 2.24831
C -5.65525 -0.40224 3.31556
C -6.72282 -1.27914 3.17770
C -6.95536 -1.91141 1.96538
C -6.12201 -1.67392 0.88363
C -4.41681 -0.89797 -1.89970
C -4.35521 0.09743 -2.86927
C -4.76241 -0.17235 -4.16779
C -5.22564 -1.43548 -4.50124
C -5.25739 -2.44112 -3.54303
C -4.83869 -2.18059 -2.24959
H -3.89580 4.09334 -2.05328
H -4.45204 5.93248 -3.58121
H -6.42456 7.35880 -3.14932
H -7.84920 6.92517 -1.17074
H -7.29513 5.08062 0.36583
H -6.10856 2.02653 -2.19264
H -7.92269 0.53473 -2.92853
H -9.57039 -0.30692 -1.27921
H -9.35382 0.30980 1.10487
H -7.46450 1.73958 1.85004
H -3.96967 0.50441 2.36230
H -5.48580 0.11477 4.25037
H -7.38114 -1.46205 4.01745
H -7.79884 -2.58036 1.85340
H -6.34002 -2.13952 -0.06618
H -3.99046 1.08411 -2.61236
H -4.71350 0.60654 -4.91758
H -5.54245 -1.64635 -5.51446
H -5.58968 -3.43595 -3.80892
H -4.80929 -2.98614 -1.52699
*
```

Mulliken population analysis, charges in e, atoms 1 to 4: -0.39 -0.11 0.97 -1.35

***

Molecular formula: C3H6F3NO2
Method: DFT, the ωB97M-V functional and the def2-TZVPD basis

Gap between HOMO and LUMO ... 0.329 Eh
LUMO ... 0.6 eV

Structure (ORCA input):
```
! RIJCOSX wB97M-V def2-TZVPD def2/J DEFGRID3
* xyz 0 1
C -0.82505 -0.23186 -0.30938
C 0.43911 1.21538 0.51508
C -2.20605 0.31592 0.08879
N -0.46406 -1.52706 0.16453
O 1.68147 0.60215 0.59528
O 0.38862 2.20214 -0.38409
F -3.25545 -0.57868 -0.31442
F -2.47941 0.48187 1.41698
F -2.44220 1.52521 -0.47348
H -0.67348 -0.10976 -1.30396
H -0.05251 1.61427 1.48300
H -1.28548 -2.06263 0.39287
H 0.07044 -2.14244 -0.49733
H 1.84982 0.16709 1.40155
H 1.00666 2.04825 -1.10486
*
```

Mulliken population analysis, charges in e, atoms 1 to 4: -0.27 -0.03 0.78 -0.63

***

Molecular formula: C7H31NO8
Method: DFT, the ωB97M-V functional and the def2-TZVPD basis

SMILES ... C=CC[C@@H](C)NCC.O.O.O.O.O.O.O.O
Gap between HOMO and LUMO ... 0.335 Eh
LUMO ... 0.1 eV

Structure (ORCA input):
```
! RIJCOSX wB97M-V def2-TZVPD def2/J DEFGRID3
* xyz 0 1
C 3.63407 -1.36696 1.44609
C 2.52851 -0.64304 1.34358
C 1.08903 -1.07256 1.43935
C 0.36011 -0.68365 0.15802
C -1.11187 -1.12082 0.19776
N 0.51384 0.78471 -0.08324
C -0.42498 1.41325 -0.98467
C -1.55815 2.22645 -0.34504
H 3.66007 -2.41020 1.75118
H 4.61184 -0.94096 1.26024
H 2.69193 0.30463 0.83230
H 0.60125 -0.55124 2.27026
H 1.16657 -2.14833 1.60859
H 0.80852 -1.10773 -0.73947
H -1.28839 -1.96265 0.87065
H -1.72232 -0.31919 0.60410
H -1.46940 -1.39471 -0.79537
H 0.67983 1.26696 0.78880
H -0.75943 0.68856 -1.71421
H 0.11609 2.19671 -1.52372
H -1.07164 2.92887 0.32463
H -1.93011 2.97274 -1.06146
H -2.47477 1.87524 0.11878
O -2.05492 0.95179 2.68436
H -2.68172 0.80319 1.97716
H -1.57387 0.18365 2.99403
O 2.36565 -2.97352 -2.00621
H 1.52233 -2.68867 -2.36135
H 2.76263 -2.18359 -1.63482
O -4.48259 0.74767 -1.39089
H -4.23183 -0.08180 -0.95344
H -3.60351 1.13724 -1.32750
O -2.39293 -0.92072 -2.77779
H -2.98911 -0.36029 -3.27808
H -1.62867 -1.13184 -3.31881
O 0.04958 -4.88578 -0.18832
H -0.87781 -4.96895 -0.41252
H 0.50551 -4.42005 -0.89540
O 1.90810 -0.29925 -2.68386
H 2.81611 -0.00108 -2.80544
H 1.61344 0.30417 -1.98204
O 0.06537 2.67633 2.68267
H -0.74600 2.13302 2.59885
H 0.51153 2.21400 3.40385
O 1.85610 4.34358 1.32886
H 1.33473 4.51247 0.54934
H 1.30130 3.97238 2.03020
*
```

Mulliken population analysis, charges in e, atoms 1 to 4: -0.94 -0.24 -0.58 1.84

***

Molecular formula: C31H33NO6
Method: DFT, the ωB97M-V functional and the def2-TZVPD basis

Gap between HOMO and LUMO ... 0.190 Eh
LUMO ... -1.8 eV

Structure (ORCA input):
```
! RIJCOSX wB97M-V def2-TZVPD def2/J DEFGRID3
* xyz 0 1
C -0.55121 5.26629 -1.11446
N 0.88137 5.06697 -1.29036
C 1.51002 6.22012 -1.92042
C 1.33536 3.77337 -1.63443
C 1.07212 3.23247 -2.90827
C 1.24260 1.87097 -3.12797
C 1.82916 1.06630 -2.15074
C 1.89572 -0.44730 -2.31822
C 0.69359 -1.18192 -1.89436
C 0.83371 -2.40982 -1.16289
O 1.89871 -2.90664 -0.84258
O -0.37480 -3.04127 -0.83916
C -1.04662 -3.36967 -2.08502
C -0.15153 -4.28563 -2.90470
C -2.36527 -4.05922 -1.76577
O -1.37710 -2.14694 -2.75019
C -0.43896 -1.13609 -2.81871
O -0.61752 -0.26076 -3.64692
C 2.37323 1.67776 -1.01450
C 2.01223 2.97722 -0.68530
H -0.99362 4.40054 -0.60561
H -0.70770 6.16778 -0.50700
H -1.06542 5.41094 -2.08167
H 2.59122 6.05992 -2.00111
H 1.09798 6.41313 -2.92639
H 1.31748 7.10262 -1.29812
H 0.66890 3.87492 -3.69330
H 0.89221 1.41499 -4.05202
H 2.01720 -0.64147 -3.39648
H 2.73544 -0.84218 -1.74029
H 0.83092 -3.84057 -3.11403
H -0.00190 -5.20070 -2.31835
H -0.65042 -4.54503 -3.84398
H -3.02144 -3.37679 -1.22308
H -2.84637 -4.35145 -2.70289
H -2.17021 -4.94847 -1.16465
H 3.02610 1.09542 -0.35722
H 2.23326 3.39752 0.29811
C 1.51392 -5.71973 4.50828
O 2.42563 -4.80236 3.85330
C 1.96102 -3.63305 3.35270
C 2.84698 -2.91056 2.51120
C 2.35609 -1.90691 1.72941
C 0.99656 -1.46835 1.82009
C 0.58057 -0.38164 1.01277
C -0.69143 0.26439 1.11546
C -0.80482 1.67560 1.27057
C -2.04112 2.23005 1.53655
C -3.18874 1.39545 1.54728
O -4.33929 2.04387 1.86471
C -3.99273 3.46280 2.08681
C -2.47942 3.61627 1.89446
C -3.11967 0.01817 1.27373
C -1.88125 -0.52063 1.04026
C 0.16311 -2.13539 2.76824
C 0.64309 -3.15955 3.55973
H 2.14836 -6.57757 4.72654
H 1.11894 -5.28781 5.43625
H 0.68591 -6.01512 3.84998
H 3.88455 -3.22825 2.45356
H 3.00419 -1.42357 1.00209
H 1.36407 0.17601 0.51011
H 0.08729 2.30555 1.24043
H -4.57330 4.04889 1.36278
H -4.31479 3.72130 3.10374
H -2.01130 3.97179 2.81985
H -2.25620 4.34901 1.11123
H -4.03727 -0.56153 1.27213
H -1.77789 -1.57761 0.79434
H -0.88110 -1.83888 2.86588
H 0.00160 -3.62793 4.30858
*
```

Mulliken population analysis, charges in e, atoms 1 to 4: -0.65 0.18 -0.90 0.01

***

Energy relative to the best compared isomer or geometry (same formula, charge and spin): 12.39 50.66 276.39 179.65 (kJ/mol)